Entry 1:
Computed, not measured: 2 unconnected molecules or ions with the total composition C4H6N2O3 at a distorted geometry, with ωB97M-V/def2-TZVPD.

```
15
Properties=species:S:1:pos:R:3:mulliken_charge:R:1
N -0.75 0.51 1.22 -0.081
H -1.37 0.76 2.04 0.282
H 1.33 1.45 -1.96 0.351
O 1.61 -3.18 -1.59 -0.618
H 1.02 -3.62 -2.21 0.321
O -2.53 1.56 0.27 -0.629
H 1.01 -2.40 -1.39 0.295
C 1.34 0.34 0.01 -0.413
C -1.41 1.01 0.08 0.288
C 0.76 0.98 -1.12 -0.198
H 2.37 0.09 0.11 0.389
C 0.45 -0.18 1.13 0.434
O 0.92 -1.15 1.83 -0.580
N -0.68 1.11 -1.14 -0.125
H -1.16 1.65 -1.87 0.282
```

The value obtained for the HOMO-LUMO gap is 0.353 Ha. For the electronic energy, the calculation gives -13367.4456 eV. As for the energy above the lowest of the compared OMol25 structures with the same formula, charge and spin: 35.4 kcal/mol. As for the LUMO energy: -0.00013 hartree. As for the net charge: 0.

---

Entry 2:
Computed, not measured: a molecular structure, C27H47N3OOsP at a distorted geometry, with ωB97M-V/def2-TZVPD.

```
80
Properties=species:S:1:pos:R:3:mulliken_charge:R:1
H -1.77 -0.21 -4.00 0.501
C -3.37 0.11 2.62 -1.365
C -3.57 0.12 -2.86 -0.597
C -0.32 1.71 -2.36 2.358
H 4.84 -1.24 1.66 0.416
O 2.02 -1.25 -1.19 0.165
C 4.57 -3.63 0.63 -1.070
H -1.27 3.20 -1.02 0.243
P 3.01 -2.35 -1.23 -0.258
C -0.97 -0.81 2.21 0.212
H -0.75 -0.30 -1.61 -0.115
H -0.35 3.89 -2.37 0.465
H 4.77 -4.21 -2.89 0.317
H -3.75 1.21 0.37 0.695
H 5.82 -3.15 -1.90 0.217
H -4.23 -0.20 -3.67 0.428
H 1.79 -3.99 0.75 0.241
H 4.66 -3.60 1.73 0.309
H 1.32 2.91 2.76 0.407
C 0.11 1.70 -3.84 -2.356
C -1.89 0.25 2.55 0.409
H 3.99 -4.51 0.35 0.365
N 3.90 -2.41 0.20 0.508
C 1.98 -4.43 -2.60 -1.073
N 3.99 -2.26 -2.57 0.246
H 5.57 -1.08 0.03 0.277
H 1.29 -5.37 -0.27 0.486
H 3.58 -1.08 -4.27 0.276
H -5.21 0.54 -1.50 0.422
H -0.48 -2.77 1.51 0.095
H -0.94 3.52 3.16 0.394
C 1.41 1.94 3.25 -1.583
Os -0.64 0.84 0.93 0.895
H 1.96 1.46 0.33 0.143
H 1.01 -4.02 -2.91 0.256
H 1.83 -1.34 1.25 0.019
C 0.27 1.05 2.86 0.203
C -1.92 0.82 -0.68 -0.144
H -0.75 1.88 -4.49 0.493
H -2.58 2.96 2.79 0.407
H -1.94 3.13 -2.67 0.412
C 1.43 -4.28 -0.25 -1.070
C -1.30 0.63 -2.00 1.092
H 1.40 2.11 4.34 0.359
C 0.97 1.66 -0.12 -0.883
H 2.73 -4.19 -3.36 0.374
H 1.84 1.31 -2.05 0.204
H 2.46 -0.62 2.75 0.339
H 0.56 0.74 -4.11 0.397
C -1.36 -2.19 1.79 -1.092
H 4.00 -0.31 0.40 0.108
C -1.01 3.07 -2.08 -1.697
H -2.03 -2.14 0.92 0.317
C 1.60 -1.14 2.31 -1.091
H -3.84 1.10 2.69 0.406
C 4.62 -1.19 0.58 -0.952
H 2.36 1.49 2.97 0.360
H 1.88 -5.52 -2.52 0.349
C 4.10 -1.00 -3.31 -0.842
H 5.66 -2.87 -3.65 0.529
C -4.13 0.51 -1.63 -1.027
H -1.90 -2.71 2.59 0.345
H 5.59 -3.72 0.21 0.323
H -1.91 2.73 4.42 0.312
H 3.66 -0.18 -2.74 0.084
H 1.48 -2.11 2.81 0.397
H 0.51 2.59 0.33 0.862
C -1.12 1.40 2.92 0.029
C -1.67 2.73 3.35 -1.701
H 5.16 -0.77 -3.50 0.387
C 0.36 -0.32 2.44 1.055
C -2.22 0.16 -3.07 -0.958
H 0.45 -3.80 -0.43 0.264
C -3.30 0.88 -0.57 -0.678
H 0.85 2.49 -4.00 0.552
H -3.75 -0.39 1.73 0.460
N 2.41 -3.93 -1.29 0.063
H -3.68 -0.48 3.49 0.310
C 0.91 1.55 -1.53 -0.892
C 5.11 -3.18 -2.75 -1.111
```

The expectation value of S² is 6.0423. Its spin multiplicity is 5. The value obtained for the HOMO-LUMO gap (spin up / spin down) is 0.187 / 0.229 Ha. For the electronic energy, the calculation gives -47025.4029 eV. As for the energy above the lowest of the compared OMol25 structures with the same formula, charge and spin: 0.0 kcal/mol. As for the LUMO energy (spin up / spin down): -0.13170 / -0.17525 hartree. As for the net charge: +1.